1.
DFT (ωB97M-V with the def2-TZVPD basis set) results for an isolated molecule of C6H10N2O at a distorted geometry.

Total energy (eV): -11407.0120
Kohn-Sham gap (eV): 10.162
HOMO level (eV): -9.47
E_LUMO (eV): 0.7

```
! wB97M-V def2-TZVPD RIJCOSX def2/J DEFGRID3
* xyz 0 1
C 0.94873 1.98662 0.41097
C 0.83135 0.76985 -0.38751
N 2.10498 0.03570 -0.62168
C 1.77281 -1.16085 -0.39979
N 0.49884 -1.67305 -0.21830
C -0.11892 -1.34604 1.02233
C -0.24991 -0.44660 -0.06097
C -1.71995 -0.42992 -0.82744
O -2.73242 0.47605 -0.11618
H 1.79457 2.44248 0.06165
H 1.05608 1.67071 1.47853
H 0.05339 2.73001 0.20258
H 0.70724 1.04908 -1.44334
H 2.46130 -1.94179 -0.10305
H 0.37817 -0.64321 1.76283
H -0.67581 -2.13779 1.49817
H -2.22439 -1.46150 -0.92892
H -1.51199 -0.06627 -1.97868
H -3.37405 0.14652 0.64880
*
```

2.
DFT (ωB97M-V with the def2-TZVPD basis set) results for an isolated molecule of C5H11NO at a distorted geometry.

Total energy (eV): -8899.2555
Kohn-Sham gap (eV): 10.180
HOMO level (eV): -9.41
E_LUMO (eV): 0.8

```
! wB97M-V def2-TZVPD RIJCOSX def2/J DEFGRID3
* xyz 0 1
C 1.49669 -1.17707 0.49803
C 0.74262 0.08375 -0.00221
C 0.64653 0.01780 -1.52703
C -0.73197 0.24688 0.59779
N -1.75225 -0.72668 0.28838
C -1.04482 1.69288 0.29679
O -0.85723 2.62500 1.04945
H 2.31968 -1.57027 -0.19787
H 1.81423 -0.92298 1.54637
H 0.78674 -2.03632 0.69413
H 1.27185 1.01275 0.33795
H 0.97867 0.97847 -2.01542
H -0.35300 -0.30496 -1.63152
H 1.12997 -0.91265 -2.05171
H -0.55830 0.23407 1.73372
H -2.00149 -1.02826 1.24121
H -2.60598 -0.27931 -0.15384
H -1.28195 2.06689 -0.70419
*
```

3.
DFT (ωB97M-V with the def2-TZVPD basis set) results for a cluster of 3 separate species, C9H18 in total at a distorted geometry.

Total energy (eV): -9619.8453
Kohn-Sham gap (eV): 9.134
HOMO level (eV): -8.15
E_LUMO (eV): 1.0

```
! wB97M-V def2-TZVPD RIJCOSX def2/J DEFGRID3
* xyz 0 1
C 0.57338 -0.17373 0.80266
C -1.44898 0.05995 0.34134
C 1.81418 0.70927 0.80135
C 0.91215 -1.65271 0.75799
C -1.73010 1.48600 0.17922
C -2.12846 -0.64956 1.48068
H 0.15724 0.02087 1.78996
H -1.46435 -0.50551 -0.58743
H 1.44400 -1.94180 1.67279
H -2.53674 1.68368 -0.52922
H -3.19609 -0.76878 1.26808
H 2.44567 0.43181 1.65464
H 1.55421 1.76310 0.90204
H 2.45978 0.56322 -0.06378
H 1.59378 -1.89613 -0.05681
H 0.04217 -2.29888 0.67834
H -0.84024 1.93536 -0.40477
H -1.90084 2.00956 1.11968
H -1.70939 -1.63909 1.65460
H -2.03767 -0.07878 2.40462
C 1.11492 -0.74485 -2.37282
C 0.65394 0.52535 -1.80988
C 0.33075 1.70709 -1.84403
H 0.41348 -1.55413 -2.16247
H 2.09219 -1.02413 -1.97111
H 1.21375 -0.64493 -3.45794
H 0.17728 2.67777 -2.24772
*
```

4.
DFT (ωB97M-V with the def2-TZVPD basis set) results for a cluster of 7 separate species, C41H85ClIN10O9S2 in total at a distorted geometry.

Total energy (eV): -119508.8668
Kohn-Sham gap (eV): 7.655
HOMO level (eV): -10.46
E_LUMO (eV): -2.8

```
! wB97M-V def2-TZVPD RIJCOSX def2/J DEFGRID3
* xyz 1 1
C 5.38123 -3.57850 1.54125
O 4.61354 -2.35787 1.53670
C 4.28210 -1.89884 0.21561
C 2.67638 -1.77846 -0.04199
C 1.97337 -1.53781 1.34769
C 2.37948 -0.22302 2.12718
C 3.36888 0.91118 1.62338
N 1.79730 -0.04638 3.29553
C 2.57176 -0.81090 -1.28928
C 1.41559 0.22542 -1.58631
C 0.12969 0.27204 -0.68758
C -0.86040 -0.96964 -0.84354
S -2.37709 -0.68184 0.20414
N 2.48256 -1.75076 -2.47818
C 3.75843 -2.15017 -3.13319
C 3.68796 -1.90087 -4.70158
C 3.55570 -0.31499 -4.93228
Cl 1.97776 0.04351 -5.81950
C 1.57418 -2.79390 -2.02321
N 0.58295 -3.40474 -2.64730
C 0.27020 -3.04425 -4.06385
C -1.25359 -2.54412 -4.24617
C -1.34190 -1.04553 -4.85754
C -2.83794 -0.50183 -4.82402
O -3.23643 0.07304 -3.55735
C -3.43064 1.46882 -3.62666
C -2.82751 2.35508 -2.42501
O -4.05833 2.07463 -4.50089
C -0.28983 -4.41983 -1.99257
C -0.12182 -5.89827 -2.60004
C -1.30009 -6.18629 -3.65965
I 1.83608 -6.27308 -3.47674
N 1.97745 -2.99045 -0.60348
S 2.78401 -4.51225 -0.46732
H 4.63689 -4.43771 1.69636
H 6.05723 -3.72834 0.64475
H 6.06689 -3.59578 2.46167
H 4.79575 -2.52232 -0.60166
H 4.76388 -0.85857 0.12176
H 2.14901 -2.41125 2.07139
H 0.83138 -1.50487 1.23911
H 3.59601 0.88111 0.51432
H 2.97791 1.91269 1.98512
H 4.36863 0.75780 2.16384
H 2.12452 0.83340 3.71978
H 3.52535 -0.20280 -1.49622
H 1.06985 0.06090 -2.67004
H 1.87232 1.28001 -1.59440
H 0.30285 0.42737 0.43588
H -0.47653 1.19851 -1.00023
H -0.42248 -1.95666 -0.47169
H -1.17879 -1.02550 -1.93892
H -1.92576 -0.90426 1.49546
H 4.67772 -1.67248 -2.64331
H 3.91094 -3.28181 -2.98287
H 4.56500 -2.37755 -5.24373
H 2.78736 -2.41626 -5.13278
H 3.58993 0.26503 -3.95933
H 4.45379 -0.01367 -5.56176
H 0.44958 -3.89792 -4.78279
H 0.86981 -2.15388 -4.40903
H -1.84603 -3.23919 -4.93223
H -1.82037 -2.48127 -3.25337
H -0.99154 -1.13335 -5.93412
H -0.64004 -0.37479 -4.26713
H -2.98644 0.16511 -5.72627
H -3.51798 -1.41289 -4.99150
H -1.70109 2.44132 -2.46681
H -3.35770 3.36633 -2.47160
H -3.18618 1.87870 -1.44574
H -0.09973 -4.48888 -0.86403
H -1.40348 -4.15713 -2.07774
H -0.23723 -6.61896 -1.71919
H -1.02295 -5.90119 -4.72040
H -2.25669 -5.64346 -3.35480
H -1.53263 -7.30511 -3.58534
H 1.85757 -5.41295 0.04222
C -4.78689 2.95209 2.16896
C -3.87564 3.63058 1.18287
O -2.74572 3.21895 0.94508
N -4.34551 4.73785 0.54599
C -5.64217 5.36640 0.69562
H -4.28050 2.08714 2.59741
H -5.04225 3.63918 2.97855
H -5.69455 2.60811 1.66766
H -3.68518 5.14389 -0.10077
H -6.13612 5.37087 -0.27865
H -5.48890 6.39615 1.02597
H -6.27154 4.84696 1.41543
C -6.45918 -3.95642 -2.18041
C -5.47069 -2.89458 -2.57700
O -4.26630 -3.11441 -2.64676
N -5.95066 -1.65668 -2.86289
C -7.32738 -1.20699 -2.83675
H -5.93224 -4.88963 -1.98251
H -6.98607 -3.65760 -1.27148
H -7.17181 -4.12710 -2.99063
H -5.23211 -0.99360 -3.12137
H -7.59171 -0.84812 -3.83356
H -7.40701 -0.38243 -2.12555
H -8.01374 -1.99908 -2.54633
C -9.48515 3.63107 -0.18801
C -9.31808 3.99443 1.26238
O -8.33113 3.66463 1.90827
N -10.30989 4.71328 1.85340
C -11.54130 5.19035 1.25752
H -8.61920 3.06004 -0.52267
H -10.37744 3.01514 -0.32033
H -9.55830 4.53605 -0.79571
H -10.13382 4.92212 2.82551
H -11.56644 6.27858 1.34218
H -12.38011 4.76781 1.81418
H -11.62749 4.90955 0.21036
C 6.70936 4.09828 1.97757
C 6.75989 2.67557 1.49297
O 5.85580 2.17900 0.82638
N 7.85276 1.93691 1.81743
C 9.00892 2.35013 2.59030
H 5.78197 4.56415 1.64439
H 6.73684 4.12419 3.06912
H 7.54778 4.66459 1.56639
H 7.82325 0.99253 1.46180
H 9.89801 2.23319 1.96685
H 9.09108 1.69619 3.46056
H 8.93634 3.38006 2.92193
C -5.56658 -2.90894 4.75093
C -5.28110 -1.93958 3.63621
O -6.12446 -1.63605 2.80429
N -4.03378 -1.39557 3.57301
C -2.91258 -1.63131 4.45986
H -6.59563 -3.25904 4.67450
H -4.90124 -3.77233 4.67742
H -5.43995 -2.41679 5.71801
H -3.91090 -0.75451 2.80191
H -2.61688 -0.67838 4.90325
H -2.08173 -2.02474 3.86949
H -3.15549 -2.33600 5.25186
C 10.70407 2.95187 6.42637
C 10.99495 3.87193 5.27229
O 10.13724 4.18565 4.45513
N 12.25904 4.35843 5.15343
C 13.39681 4.10296 6.01344
H 9.65905 2.64425 6.39297
H 11.32965 2.05872 6.36136
H 10.88192 3.46850 7.37216
H 12.38466 4.96844 4.35863
H 13.74561 5.05595 6.41588
H 14.19043 3.65568 5.41168
H 13.14961 3.43500 6.83531
*
```

5.
DFT (ωB97M-V with the def2-TZVPD basis set) results for a structure of composition C34H33N10O2S2Sr at a distorted geometry.

Total energy (eV): -77291.2836
Kohn-Sham gap (eV): 4.893
HOMO level (eV): -8.65
E_LUMO (eV): -3.8

```
! wB97M-V def2-TZVPD RIJCOSX def2/J DEFGRID3
* xyz 1 1
Sr 0.04738 0.35477 -0.17144
C 2.06457 2.04913 -2.42810
N 1.07349 0.98964 -2.54917
C 1.74823 -0.06983 -3.35504
C -0.25640 1.40288 -3.03974
C -0.48966 2.62585 -3.70354
C -1.76019 2.91116 -4.13301
C -2.80995 2.05972 -3.83288
C -2.59036 0.91776 -3.16802
C -1.29189 0.49735 -2.80567
N -1.02659 -0.73204 -2.18387
C -1.88544 -1.80407 -2.09305
C -2.65846 -2.28682 -3.17519
C -3.42566 -3.39517 -2.98855
C -3.53966 -4.05238 -1.74407
C -2.68400 -3.61894 -0.72700
C -1.79531 -2.57157 -0.93677
N -0.73872 -2.30143 0.00503
C -0.91335 -2.87874 1.35240
C 0.56183 -2.80691 -0.57321
H 2.48386 2.43029 -3.36107
H 1.60404 2.82792 -1.82968
H 2.90262 1.55534 -1.92266
H 1.82307 0.30060 -4.35566
H 2.76363 -0.20276 -3.03343
H 1.16204 -1.00248 -3.34481
H 0.36663 3.29937 -3.86088
H -1.97119 3.76592 -4.79362
H -3.84349 2.25596 -4.05523
H -3.43437 0.26294 -2.96002
H -2.57975 -1.66975 -4.05605
H -3.96085 -3.66428 -3.86053
H -4.15186 -4.92084 -1.61375
H -2.71828 -4.20145 0.19436
H -1.05926 -3.97941 1.41983
H 0.02313 -2.72118 1.90764
H -1.75856 -2.43132 1.86085
H 0.44099 -3.83833 -0.96454
H 0.74824 -2.24180 -1.47901
H 1.35810 -2.64594 0.09064
O 4.72239 -2.42433 6.04385
N 4.94021 -1.88010 4.96869
O 6.03127 -1.75130 4.48630
C 3.73688 -1.37786 4.26985
C 2.56882 -1.29068 4.97191
C 1.34199 -0.76583 4.34729
C 0.13612 -0.66140 5.04642
C -0.94692 -0.15983 4.34169
C -0.75197 0.33655 3.05348
N 0.36393 0.24396 2.40136
C 1.38923 -0.35988 3.02479
C 2.57329 -0.60493 2.25174
N 2.50124 -0.36728 0.92810
C 3.57194 -0.57201 0.15225
C 4.77843 -1.08519 0.60557
C 4.88517 -1.29596 1.97804
C 3.80724 -1.01668 2.83624
H 2.54473 -1.61393 6.02125
H 0.02588 -0.99896 6.03921
H -1.89431 -0.01419 4.84707
H -1.57444 0.90872 2.57477
H 3.27550 -0.44119 -0.91455
H 5.49824 -1.37891 -0.12827
H 5.73854 -1.72432 2.41650
N 2.35770 3.44043 0.90807
C 1.05705 3.77114 0.69505
N 0.12377 2.90489 0.33221
C -1.12099 3.56910 0.19175
C -1.01763 4.90181 0.46370
S 0.58341 5.41543 0.89380
C -2.35523 2.84249 -0.05922
C -3.58139 3.44806 -0.31028
S -4.82523 2.18646 -0.31190
C -3.65398 1.01232 0.08846
N -2.42146 1.46537 0.17973
N -4.00335 -0.30648 0.17259
H 2.60442 2.45221 1.10349
H 2.83843 4.15551 1.45779
H -1.79296 5.66120 0.53091
H -3.71671 4.47921 -0.47691
H -4.89886 -0.58966 -0.12463
H -3.26892 -0.98309 -0.02967
*
```

6.
DFT (ωB97M-V with the def2-TZVPD basis set) results for a structure of composition C34H24ClN7O5RuS at a distorted geometry.

Total energy (eV): -82252.1486
Kohn-Sham gap (spin up / spin down) (eV): 6.489 / 5.721
HOMO level (spin up / spin down) (eV): -10.18 / -10.18
E_LUMO (spin up / spin down) (eV): -3.7 / -4.5

```
! wB97M-V def2-TZVPD RIJCOSX def2/J DEFGRID3
* xyz 1 2
Ru -0.43008 0.64017 -0.39055
Cl -2.69403 -0.38820 6.21489
C -2.38862 0.25571 4.61527
C -3.49514 0.61658 3.78282
C -3.32569 1.10778 2.53246
C -2.03270 1.22016 1.95263
O -1.89245 1.66706 0.74102
C -0.93616 0.90009 2.82460
C 0.33635 1.23990 2.40487
N 0.55130 1.51138 1.15529
C 1.48638 2.50775 0.70587
C 2.54969 3.01430 1.35412
C 3.31074 4.08370 0.78032
C 2.94291 4.65084 -0.38874
C 1.79139 4.16121 -1.05767
C 1.25311 4.73989 -2.23174
C 0.10187 4.25716 -2.75943
C -0.51134 3.11761 -2.18211
N -0.01419 2.51044 -1.15144
C 1.10247 3.06773 -0.52910
C -1.15123 0.42749 4.17130
H -4.50137 0.48833 4.17582
H -4.17241 1.37932 1.91232
H 1.12718 1.39624 3.14961
H 2.83273 2.61273 2.32469
H 4.17723 4.46879 1.31147
H 3.49461 5.49478 -0.80172
H 1.75498 5.59287 -2.68714
H -0.35057 4.71383 -3.63500
H -1.41510 2.68585 -2.59236
H -0.30310 0.19799 4.81590
C 0.32762 0.46847 -4.18168
C -0.91412 -0.11807 -3.58418
N -1.30656 -0.17924 -2.31513
C -2.51391 -0.90082 -2.32509
C -2.80359 -1.26258 -3.60185
N -1.79551 -0.75440 -4.35835
C -3.84422 -2.02351 -4.34912
O -4.77434 -2.61602 -3.66205
O -3.74646 -2.05604 -5.55939
C -3.27281 -1.15659 -1.06635
O -4.26998 -1.91988 -1.08556
O -2.80181 -0.56160 -0.07611
H 0.54180 1.45400 -3.77172
H 0.21108 0.57526 -5.26288
H 1.18989 -0.18027 -4.00626
H -1.77502 -0.86343 -5.35806
H -4.61647 -2.44121 -2.66155
N 1.52502 -2.80804 1.18003
C 0.83745 -3.67386 2.09853
C 1.47936 -4.74192 2.68562
C 0.78796 -5.53840 3.59362
C -0.52639 -5.25041 3.90396
C -1.15530 -4.17760 3.28758
C -0.45948 -3.39945 2.37671
S -1.37181 -2.15324 1.54722
N -0.17867 -1.34681 0.61631
C 0.99423 -1.72881 0.58409
C 1.97224 -0.91419 -0.22259
C 3.31688 -1.11272 -0.11730
C 4.19322 -0.36369 -0.89682
C 3.66552 0.55294 -1.75453
C 2.30014 0.72341 -1.75916
N 1.45864 0.00459 -0.99684
H 2.47162 -3.03390 0.97224
H 2.51964 -4.95668 2.43640
H 1.28285 -6.38863 4.05540
H -1.06721 -5.86329 4.61867
H -2.20050 -3.94293 3.50481
H 3.71673 -1.81595 0.60011
H 5.26672 -0.49923 -0.81324
H 4.28970 1.15514 -2.40609
H 1.84710 1.47007 -2.38764
*
```

7.
DFT (ωB97M-V with the def2-TZVPD basis set) results for a cluster of 2 separate species, C4H5N2 in total at a distorted geometry.

Total energy (eV): -7190.9805
Kohn-Sham gap (spin up / spin down) (eV): 7.970 / 6.114
HOMO level (spin up / spin down) (eV): -13.70 / -14.16
E_LUMO (spin up / spin down) (eV): -5.7 / -8.0

```
! wB97M-V def2-TZVPD RIJCOSX def2/J DEFGRID3
* xyz 1 1
C 4.44930 -0.06079 -0.75221
C 3.56692 -0.33608 -0.03798
C -1.92248 -0.82173 -0.77072
C -0.51388 1.28710 -0.05729
N 0.14725 0.02070 0.11812
N -0.98902 0.00395 -0.51016
H 5.11978 0.48596 -1.28609
H -1.62342 -1.79965 -0.73939
H -2.81838 -0.52701 -1.10631
H -0.86951 1.96276 0.77281
H -0.33768 1.84209 -0.95398
*
```

8.
DFT (ωB97M-V with the def2-TZVPD basis set) results for a cluster of 3 separate species, C23H33BrF3IO6S in total.

Total energy (eV): -133799.5238
Kohn-Sham gap (eV): 8.217
HOMO level (eV): -10.27
E_LUMO (eV): -2.1

```
! wB97M-V def2-TZVPD RIJCOSX def2/J DEFGRID3
* xyz 0 1
O 4.08984 4.37255 -1.44575
C 2.94250 4.06310 -1.32135
C 2.42857 3.06446 -0.29470
C 1.81609 1.85758 -0.95334
C 0.50921 1.56275 -1.03073
C -0.57835 2.41658 -0.40251
C -1.98653 2.04939 -0.80116
O -2.58907 2.47222 -1.71907
Br -2.79002 0.72280 0.38682
C 0.14710 0.29841 -1.76035
O -0.81342 0.19898 -2.47228
C 1.10862 -0.85358 -1.57219
I 0.24438 -2.71943 -1.48468
C 2.40867 -0.55942 -1.48311
S 3.71212 -1.74160 -1.23094
O 3.56556 -2.84470 -2.12518
O 4.93811 -1.02747 -1.07911
C 3.34128 -2.37935 0.51327
F 2.41192 -1.63459 1.10258
F 4.44793 -2.30537 1.21694
F 2.93549 -3.63054 0.47753
C 2.78722 0.89970 -1.59570
O 3.75424 1.28029 -2.19173
H 2.15642 4.50122 -1.97201
H 3.27582 2.74915 0.32273
H 1.68731 3.57001 0.33202
H -0.49561 2.26355 0.68072
H -0.40859 3.48240 -0.57794
C 0.50021 -6.18381 -0.51911
C 0.47966 -6.97232 0.78580
C 0.99220 -8.40387 0.63563
C 0.17729 -9.28065 -0.31734
C -1.30379 -9.40795 0.03609
C -1.55245 -10.04981 1.39742
H -0.14935 -6.63099 -1.27364
H 0.16179 -5.15827 -0.35468
H 1.51047 -6.12970 -0.93157
H -0.53422 -6.97683 1.19513
H 1.10129 -6.45686 1.52278
H 1.02869 -8.87104 1.62332
H 2.02694 -8.37376 0.28020
H 0.62444 -10.27940 -0.33551
H 0.26731 -8.89514 -1.33664
H -1.79260 -10.00807 -0.73561
H -1.78336 -8.42555 0.00268
H -1.11157 -11.04794 1.44215
H -2.62058 -10.14802 1.59505
H -1.12368 -9.45828 2.20785
C -3.11983 8.52152 2.59660
C -3.01035 8.52826 1.07501
C -3.23099 7.15616 0.43968
C -2.21862 6.09132 0.85877
C -0.75564 6.42763 0.57169
C -0.45016 6.60264 -0.91461
H -2.36321 7.88251 3.05481
H -2.98744 9.52486 3.00280
H -4.10021 8.15973 2.91365
H -2.03475 8.92551 0.78048
H -3.75212 9.21922 0.66713
H -3.22314 7.26199 -0.64859
H -4.23270 6.80002 0.69789
H -2.46297 5.15462 0.34361
H -2.33014 5.88269 1.92640
H -0.13433 5.61546 0.96645
H -0.45443 7.32549 1.11656
H -0.70443 5.70399 -1.48324
H 0.61385 6.80121 -1.06042
H -0.99387 7.44437 -1.34342
*
```